# C30H68BrClNS

A cluster of 5 separate species, C30H68BrClNS in total at a distorted geometry (the ωB97M-V functional and the def2-TZVPD basis, OMol25).

Structure (XYZ):
```
102
Properties=species:S:1:pos:R:3:lowdin_charge:R:1
C 2.312 -0.864 1.779 -0.0027
C 1.535 0.482 1.545 -0.3776
C 0.338 0.428 0.553 -0.0539
N 1.984 1.540 2.174 -0.1622
S 0.718 2.568 2.703 0.7711
Cl 0.030 3.742 1.121 0.3392
C 1.535 3.629 3.974 -0.3969
C 1.501 5.179 3.628 -0.7598
C 2.090 5.907 4.925 -0.1415
Br 2.764 5.629 2.149 0.6669
H 3.023 -0.748 2.632 0.0944
H 1.623 -1.731 1.892 0.1022
H 2.919 -1.041 0.843 0.0886
H 0.674 0.897 -0.412 0.1076
H -0.610 0.879 0.943 0.0670
H 0.079 -0.633 0.287 0.1002
H 1.097 3.484 4.999 0.1084
H 2.629 3.368 4.037 0.1083
H 0.467 5.547 3.422 0.0873
H 3.195 5.711 4.922 0.0772
H 1.897 7.002 4.919 0.0919
H 1.645 5.376 5.803 0.0809
C -6.745 4.160 3.909 -0.0977
C -5.970 3.245 4.848 -0.2734
C -4.656 3.855 5.339 -0.2198
C -3.630 4.152 4.242 -0.2245
C -3.226 2.947 3.391 -0.2683
C -2.542 1.848 4.197 -0.1189
H -6.182 4.376 2.998 0.0678
H -7.684 3.689 3.612 0.0655
H -6.982 5.108 4.399 0.0807
H -5.785 2.284 4.356 0.0898
H -6.595 3.028 5.719 0.1024
H -4.212 3.185 6.082 0.1030
H -4.874 4.788 5.870 0.1141
H -2.734 4.575 4.712 0.1035
H -4.018 4.933 3.582 0.1046
H -2.535 3.291 2.613 0.0649
H -4.094 2.536 2.871 0.1055
H -1.642 2.229 4.689 0.0514
H -2.247 1.026 3.539 0.0619
H -3.203 1.437 4.961 0.0741
C -8.308 0.347 3.426 -0.1109
C -8.654 0.522 4.899 -0.2666
C -8.015 -0.538 5.797 -0.2281
C -8.458 -1.977 5.521 -0.2296
C -9.966 -2.221 5.618 -0.2702
C -10.526 -1.963 7.011 -0.1116
H -8.674 -0.605 3.035 0.0673
H -8.765 1.142 2.832 0.0690
H -7.226 0.389 3.272 0.0652
H -9.740 0.525 5.025 0.1036
H -8.305 1.507 5.225 0.0815
H -8.224 -0.287 6.842 0.1021
H -6.925 -0.485 5.690 0.1046
H -7.945 -2.639 6.227 0.1093
H -8.117 -2.279 4.526 0.0995
H -10.164 -3.263 5.349 0.1055
H -10.500 -1.608 4.887 0.0984
H -10.037 -2.601 7.752 0.0759
H -11.596 -2.180 7.035 0.0713
H -10.394 -0.923 7.314 0.0651
C 3.022 -0.708 -2.581 -0.1110
C 3.924 -1.928 -2.717 -0.2625
C 5.261 -1.771 -1.990 -0.2274
C 6.153 -0.638 -2.506 -0.2278
C 6.506 -0.719 -3.992 -0.2650
C 7.310 -1.963 -4.349 -0.1113
H 3.475 0.182 -3.022 0.0711
H 2.073 -0.882 -3.093 0.0737
H 2.805 -0.500 -1.528 0.0423
H 4.088 -2.147 -3.775 0.1004
H 3.404 -2.796 -2.301 0.1056
H 5.805 -2.718 -2.049 0.1043
H 5.069 -1.602 -0.923 0.0972
H 7.077 -0.632 -1.919 0.1111
H 5.668 0.324 -2.311 0.0985
H 7.096 0.164 -4.254 0.1078
H 5.601 -0.677 -4.604 0.0967
H 8.243 -2.000 -3.782 0.0782
H 7.560 -1.956 -5.412 0.0638
H 6.748 -2.878 -4.149 0.0653
C 5.329 -2.855 -7.661 -0.1155
C 5.229 -4.069 -8.575 -0.2682
C 6.564 -4.790 -8.768 -0.2280
C 7.661 -3.958 -9.438 -0.2297
C 7.301 -3.400 -10.816 -0.2717
C 7.031 -4.486 -11.850 -0.1124
H 6.000 -2.096 -8.069 0.0682
H 4.347 -2.394 -7.535 0.0692
H 5.697 -3.143 -6.672 0.0574
H 4.814 -3.768 -9.542 0.0996
H 4.514 -4.775 -8.142 0.1046
H 6.391 -5.701 -9.349 0.1013
H 6.931 -5.124 -7.791 0.1085
H 8.558 -4.579 -9.528 0.1102
H 7.938 -3.126 -8.783 0.0972
H 8.135 -2.784 -11.167 0.1048
H 6.436 -2.735 -10.746 0.0972
H 7.902 -5.135 -11.970 0.0761
H 6.809 -4.037 -12.821 0.0702
H 6.176 -5.106 -11.572 0.0652
```

Properties
- Charge: +1
- Lowest unoccupied orbital energy: -0.187 Eh
- Kohn-Sham gap: 6.9155 eV